# 1
DFT (the ωB97M-V functional and the def2-TZVPD basis) results for one molecule with the formula C3H4ClN3O3S.

Structure (XYZ):
```
15
Properties=species:S:1:pos:R:3:forces:R:3
C 1.458686 -1.945059 0.110666 1.39 -0.02 -0.13
C 3.085968 -0.298926 0.655197 -1.22 -1.45 0.79
C 0.477566 0.174417 0.377702 1.13 -0.39 -0.56
N 2.621021 -1.327608 0.105766 -2.15 -2.32 0.40
N 0.365768 -1.148450 0.406043 -1.43 2.87 -0.19
N -1.525552 1.827639 -0.794687 2.31 0.95 1.58
O -1.200551 1.799792 1.689202 0.47 -0.18 -0.25
O -2.107799 -0.221889 0.522201 0.83 0.50 0.02
O -1.789374 1.040302 -1.865189 -0.62 -0.98 -0.49
S -1.122725 0.889538 0.584917 -2.91 -0.16 0.43
Cl 3.874914 0.812903 -0.201256 1.22 1.96 -1.17
H 1.216926 -2.996114 -0.161524 0.85 0.98 0.38
H -0.633247 -1.417872 0.552263 0.62 -0.97 -0.35
H -2.332500 2.393095 -0.552029 -0.05 0.12 0.40
H -2.389098 0.418227 -1.429269 -0.46 -0.93 -0.87
```
Forces are in eV/Å.

Values from the calculation:
- E: -37138.6880 eV
- E_HOMO (spin up / spin down): -8.7438 / -8.7461 eV
- Relative energy (zero: lowest compared OMol25 entry of this formula, charge and spin): 109.2 kcal per mole
- Largest force on an atom: 3.21 eV Å⁻¹


# 2
DFT (the ωB97M-V functional and the def2-TZVPD basis) results for an isolated ion of composition C5H14N and charge +1.

Structure (XYZ):
```
20
Properties=species:S:1:pos:R:3:forces:R:3
C -0.921360 -1.934835 0.561096 0.43 2.28 1.35
C -0.124674 -0.534548 0.627567 0.21 -4.11 -0.73
C 0.022817 -0.111903 -0.811677 -0.31 1.95 0.15
C 0.464415 1.359751 -0.950354 -0.26 -1.12 -0.40
C -0.740861 2.315676 -0.750801 1.88 -0.86 1.04
N 1.279451 -0.967424 1.154487 0.28 1.25 -0.65
H -0.480987 -2.527512 1.359553 -0.65 -0.57 0.02
H -1.943157 -1.623417 0.784540 -0.08 -0.66 0.07
H -0.891745 -2.434786 -0.397649 0.30 0.07 -0.14
H -0.521590 0.078167 1.432385 -0.08 0.50 -0.53
H -0.985252 -0.182001 -1.240022 0.29 -0.26 -0.15
H 0.695729 -0.786349 -1.353912 -0.21 -0.14 0.21
H 0.906709 1.473215 -1.944273 -0.23 0.24 0.02
H 1.321980 1.487228 -0.273572 -0.29 0.62 0.14
H -0.263794 3.285433 -0.829241 -1.00 0.57 -0.43
H -1.152224 2.218296 0.252341 0.16 0.09 0.30
H -1.558557 2.013665 -1.384779 -0.01 0.60 -0.79
H 1.948820 -0.200508 1.041697 -0.10 0.19 0.26
H 1.254564 -1.219805 2.136513 0.04 -0.26 0.15
H 1.689710 -1.708348 0.586108 -0.36 -0.38 0.13
```
Forces are in eV/Å.

Values from the calculation:
- E: -6895.2034 eV
- E_HOMO: -15.1263 eV
- Relative energy (zero: lowest compared OMol25 entry of this formula, charge and spin): 15.2 kcal per mole
- Largest force on an atom: 4.18 eV Å⁻¹
- Net charge: +1
- SMILES: CCC[C@@H](C)[NH3+]


# 3
DFT (the ωB97M-V functional and the def2-TZVPD basis) results for an isolated ion of composition C7H8N4O and charge +2.

Structure (XYZ):
```
20
Properties=species:S:1:pos:R:3:forces:R:3
C 2.719508 -1.016697 -1.519666 -2.01 1.67 2.11
C -1.793847 -2.416057 -0.964584 -0.33 1.12 -0.11
C 1.203564 -0.262561 1.192970 1.13 -0.38 1.05
C -1.504358 0.810521 0.211334 -1.62 1.02 -0.07
C -0.424420 1.935556 0.424110 -5.16 1.20 -2.27
C 1.159862 0.409718 -0.175293 -0.30 1.28 -0.56
C -0.957460 -0.540219 0.377612 1.66 1.39 2.46
N 1.982467 -0.261028 -1.000488 1.90 -1.42 -2.07
N -1.418032 -1.517271 -0.343302 -0.13 -1.91 -0.59
N -0.025495 -0.776902 1.467826 -1.51 -0.21 -1.19
N 0.538624 1.596336 -0.443146 6.12 -0.97 -4.48
O 2.201776 -0.451354 1.831908 -0.69 0.45 -0.81
H 3.218158 -1.935442 -1.771520 0.36 0.08 -0.63
H -2.430770 -3.016447 -1.562780 -0.19 -0.98 -0.24
H -2.345919 1.009866 0.922252 0.55 -0.31 -0.32
H -1.933276 0.923689 -0.818664 0.33 -0.13 0.83
H -0.876026 2.894582 0.105209 0.11 -0.49 0.25
H -0.150295 2.068515 1.376982 1.24 0.11 3.76
H -0.008216 -1.617345 2.023733 -0.48 -0.16 0.46
H 0.844152 2.162535 -1.334502 -0.98 -1.35 2.40
```
Forces are in eV/Å.

Values from the calculation:
- E: -15372.8169 eV
- E_HOMO (spin up / spin down): -17.1901 / -16.2334 eV
- Relative energy (zero: lowest compared OMol25 entry of this formula, charge and spin): 79.5 kcal per mole
- Largest force on an atom: 7.65 eV Å⁻¹
- Net charge: +2
- SMILES: C#[N+]C1=[NH+]C([O-])=C([N+]#C)NCC1


# 4
DFT (the ωB97M-V functional and the def2-TZVPD basis) results for a 5-piece molecular cluster, C23H46N5O8 overall.

Structure (XYZ):
```
82
Properties=species:S:1:pos:R:3:forces:R:3
C 5.733394 -1.383173 0.157426 1.42 2.93 -0.68
C 6.639200 -0.208298 -0.144236 -1.06 -1.60 0.67
C 6.182212 1.359733 0.114063 0.79 3.51 2.04
O 6.689917 2.162199 1.069418 -2.91 -5.72 -6.02
O 5.128166 1.904056 -0.768690 1.24 -1.58 3.26
C 3.864320 2.059746 0.007349 -1.01 0.49 0.91
C 3.021951 3.318248 -0.639987 -0.50 -0.16 -0.95
C 1.538884 2.835307 -1.205923 0.39 0.11 -0.25
C 0.289879 3.300639 -0.219198 0.35 -0.71 -1.17
C -1.002358 2.299963 -0.568396 0.19 1.47 -0.07
C -1.938704 1.968203 0.734248 0.01 0.77 0.22
N -2.503445 0.567387 0.788036 1.30 0.27 -0.38
C -2.927861 0.044936 -0.566114 0.98 -1.16 -1.31
C -4.054699 -1.151074 -0.525487 -4.37 -4.23 0.40
O -5.356181 -0.824219 -0.703532 6.29 -0.71 0.67
O -3.738803 -2.587136 -0.318191 -0.43 7.11 -0.74
H 6.009297 -2.172867 0.999797 0.02 1.13 -2.90
H 4.716666 -1.470510 -0.418063 1.41 0.79 2.25
H 7.736551 -0.393059 -0.573838 -1.97 0.56 2.40
H 4.074674 2.253327 1.165347 -0.16 -0.34 -2.63
H 3.292880 1.020540 -0.057305 0.99 2.30 -0.05
H 3.616459 3.699018 -1.598571 -1.03 -0.74 2.33
H 2.855431 4.219142 0.121511 0.64 -2.05 -1.60
H 1.366453 3.268269 -2.302536 0.32 -0.84 2.52
H 1.614954 1.654642 -1.328746 -0.47 2.43 0.43
H 0.656961 3.202734 0.888681 -0.89 0.15 -1.97
H 0.039654 4.431614 -0.472277 0.54 -2.34 0.69
H -1.697225 2.882778 -1.340148 1.63 -1.41 1.38
H -0.534215 1.369132 -1.100967 -1.22 1.60 1.22
H -2.847157 2.738127 0.770464 1.90 -1.59 -0.22
H -1.307691 2.184506 1.722541 -1.34 -0.69 -2.06
H -1.710748 -0.046286 1.130704 -1.50 0.79 -0.58
H -1.944106 -0.397496 -1.078270 -2.24 0.67 0.74
H -3.309082 0.885038 -1.286190 0.45 -1.48 1.69
C 10.465793 -2.888182 0.644988 -0.08 -0.27 -0.08
C 10.330654 -1.449108 0.234164 -0.19 0.76 -0.38
O 9.687986 -1.106750 -0.755444 0.31 -0.28 0.33
N 10.951816 -0.505806 1.001653 -0.37 -0.53 -0.55
C 11.745040 -0.708892 2.190542 -0.01 0.43 -0.04
H 9.920073 -3.523152 -0.058047 0.09 0.28 0.09
H 11.518634 -3.183027 0.631728 -0.11 -0.04 0.18
H 10.042086 -3.033077 1.642481 0.19 -0.07 -0.03
H 10.817845 0.440838 0.665517 -0.01 -0.22 0.12
H 11.277717 -0.156154 3.008618 0.21 -0.15 0.17
H 12.743014 -0.304901 2.005497 0.08 -0.13 0.28
H 11.825174 -1.762001 2.463766 -0.08 0.20 -0.14
C -3.180686 -5.528576 4.206835 0.12 -0.19 0.37
C -3.079376 -4.353816 3.275359 -0.19 0.80 -1.06
O -2.379181 -3.375888 3.526235 -0.04 -0.43 0.32
N -3.798940 -4.395702 2.115543 0.61 -0.21 1.35
C -4.670539 -5.447138 1.647885 0.12 0.41 -0.20
H -2.555022 -5.354398 5.086301 -0.09 0.09 -0.24
H -4.215154 -5.654531 4.537889 0.08 -0.19 -0.08
H -2.828150 -6.434065 3.705515 -0.20 -0.03 0.09
H -3.682377 -3.571326 1.537713 -0.10 0.24 -0.64
H -4.292204 -5.798293 0.685226 -0.24 -0.14 -0.01
H -5.668637 -5.024606 1.511251 -0.07 -0.27 -0.12
H -4.723902 -6.285353 2.344060 0.06 0.16 -0.04
C -1.726790 5.515145 -4.115251 -0.10 -0.20 -0.17
C -0.548330 5.944283 -3.287578 0.94 -0.24 0.27
O 0.502859 5.308696 -3.263348 -0.59 0.36 -0.09
N -0.671950 7.083117 -2.544290 0.14 -0.52 -0.33
C -1.815688 7.957951 -2.442136 0.30 0.16 0.28
H -1.482473 4.594373 -4.651667 0.08 0.22 0.21
H -2.586530 5.320644 -3.468257 -0.03 0.11 -0.16
H -1.969332 6.288754 -4.848884 -0.16 -0.06 0.11
H 0.160188 7.310911 -2.012569 -0.23 -0.07 -0.13
H -1.509391 8.955726 -2.764294 -0.31 0.09 0.02
H -2.121818 7.994966 -1.394130 -0.27 0.16 -0.11
H -2.654390 7.621232 -3.053127 0.24 -0.02 0.11
C -10.101656 -3.914039 1.008444 -0.16 0.03 0.29
C -9.649219 -4.772818 -0.138626 0.42 -0.50 -0.89
O -10.045809 -5.925576 -0.291669 -0.08 0.20 0.21
N -8.766470 -4.233182 -1.029832 -0.90 -0.56 0.67
C -8.190948 -2.909330 -1.019922 0.50 -0.05 -0.34
H -10.801244 -4.475522 1.633399 0.17 -0.01 -0.24
H -9.243040 -3.627737 1.621952 -0.13 0.18 -0.09
H -10.613028 -3.024744 0.630069 0.18 0.04 0.14
H -8.506075 -4.868164 -1.775528 -0.03 0.17 0.25
H -8.464100 -2.413717 -1.954221 0.13 0.26 0.13
H -7.104523 -3.012200 -0.969923 -0.01 0.50 0.06
H -8.537534 -2.310032 -0.176814 0.08 -0.20 -0.16
```
Forces are in eV/Å.

Values from the calculation:
- E: -48420.5186 eV
- E_HOMO: -4.5439 eV
- Relative energy (zero: lowest compared OMol25 entry of this formula, charge and spin): 201.7 kcal per mole
- Largest force on an atom: 8.80 eV Å⁻¹
- Net charge: -1